Version one
Below is an isolated molecule of C3H6OS2, with properties calculated with ωB97M-V/def2-TZVPD.

Positions of all 12 atoms, in Å:
C  -1.375  1.881  -0.065
C  0.204  -0.219  0.133
C  1.483  -1.117  0.339
H  -2.062  1.568  0.701
H  -1.636  1.496  -1.053
H  -1.434  2.961  -0.095
H  1.235  -1.551  1.278
H  2.386  -0.553  0.260
H  0.186  -2.807  -0.922
O  -0.813  -0.731  -0.072
S  0.343  1.539  0.383
S  1.483  -2.468  -0.887

## Properties
**Charge**: 0
**LUMO energy**: 0.7 eV
**SMILES string**: CSC(=O)CS
**HOMO energy**: -9.11 eV
**Frontier orbital gap**: 9.822 eV

Version two
Below is a structure of composition C3H6OS2, with properties calculated with ωB97M-V/def2-TZVPD.

Positions of all 12 atoms, in Å:
C  0.883  -0.303  1.027
C  0.030  -0.881  -0.008
C  -1.589  1.031  -1.311
H  2.409  0.784  0.833
H  0.507  0.668  1.182
H  0.910  -0.967  2.029
H  0.225  -1.955  -0.520
H  -1.061  -1.034  0.166
H  -2.576  0.338  -0.605
O  2.293  -0.314  0.527
S  -0.054  0.172  -1.406
S  -1.976  2.463  -1.913

## Properties
**Charge**: 0
**LUMO energy**: -0.3 eV
**HOMO energy**: -8.79 eV
**Frontier orbital gap**: 8.512 eV

Energies relative to the most stable structure, in hartree: version one 0.0000; version two 0.1161.

Version one
Below is an isolated molecule of C3H6OS2, with properties calculated with ωB97M-V/def2-TZVPD.

Positions of all 12 atoms, in Å:
C  -0.338  1.324  -1.659
C  0.466  0.224  -1.052
C  0.126  -0.043  0.367
H  -1.458  1.141  -1.507
H  -0.080  1.452  -2.771
H  -0.237  2.318  -1.177
H  1.551  0.466  -0.947
H  1.018  -1.499  -1.883
H  -1.387  -1.447  -0.484
O  0.325  -0.874  -1.914
S  -1.128  -1.109  0.817
S  0.907  0.829  1.567

## Properties
**Charge**: 0
**LUMO energy**: -0.3 eV
**SMILES string**: C[C@H](O)C(=S)S
**HOMO energy**: -8.77 eV
**Frontier orbital gap**: 8.422 eV

Version two
Below is a structure of composition C3H6OS2, with properties calculated with ωB97M-V/def2-TZVPD.

Positions of all 12 atoms, in Å:
C  -1.590  0.423  -0.061
C  -0.454  0.528  -0.956
C  -0.662  -0.764  -0.154
O  -0.121  -1.072  1.048
S  2.760  0.339  0.689
S  2.013  -1.534  0.875
H  -1.668  1.282  0.722
H  -2.591  0.351  -0.552
H  -0.417  0.559  -2.045
H  0.604  0.868  -0.710
H  -1.022  -1.577  -0.770
H  3.148  0.597  1.914

## Properties
**Charge**: 0
**LUMO energy (alpha / beta)**: -1.3 / -1.3 eV
**HOMO energy (alpha / beta)**: -8.90 / -8.91 eV
**Frontier orbital gap (alpha / beta)**: 7.630 / 7.634 eV

Energies relative to the most stable structure, in hartree: version one 0.0000; version two 0.1107.

Version one
Below is a structure of composition C4H9N3S, with properties calculated with ωB97M-V/def2-TZVPD.

Positions of all 17 atoms, in Å:
C  -0.533  0.145  1.457
C  -2.130  -0.655  -0.470
C  0.242  -1.038  -0.558
C  2.219  -0.075  0.091
H  -0.873  1.454  1.454
H  -1.246  -0.657  2.356
H  0.837  0.148  1.406
H  -2.643  -1.041  0.395
H  -2.038  -1.426  -1.374
H  -2.914  0.200  -0.813
H  -0.303  -1.390  -1.489
H  2.952  -0.450  0.773
H  2.148  3.079  -1.440
N  -0.723  -0.339  0.071
N  1.484  -1.038  -0.620
N  2.406  1.169  -0.060
S  1.114  1.913  -1.180

## Properties
**Charge**: 0
**LUMO energy**: 0.5 eV
**HOMO energy**: -8.76 eV
**Frontier orbital gap**: 9.216 eV

Version two
Below is an isolated molecule of C4H9N3S, with properties calculated with ωB97M-V/def2-TZVPD.

Positions of all 17 atoms, in Å:
C  2.689  1.123  0.623
C  1.412  1.273  -0.058
C  0.870  2.186  -0.844
C  -0.759  0.412  0.428
H  3.097  0.181  0.209
H  3.532  1.864  0.044
H  2.873  1.130  1.652
H  -0.018  1.784  -1.343
H  1.185  3.366  -0.954
H  1.398  -1.565  -0.762
H  1.880  -1.227  0.933
H  -0.991  1.307  0.909
H  -1.062  -2.561  0.220
N  0.585  0.111  0.238
N  1.125  -1.270  0.273
N  -1.911  -0.073  0.184
S  -2.235  -1.601  -0.416

## Properties
**Charge**: 0
**LUMO energy**: 0.6 eV
**SMILES string**: C=C(C)N(N)/C=N\S
**HOMO energy**: -7.84 eV
**Frontier orbital gap**: 8.394 eV

Energies relative to the most stable structure, in hartree: version one 0.0455; version two 0.0000.

Version one
Below is an isolated molecule of C4H9N3S, with properties calculated with ωB97M-V/def2-TZVPD.

Positions of all 17 atoms, in Å:
C  -1.376  -0.636  -0.307
C  -0.377  1.548  -0.276
C  0.513  0.575  0.517
C  2.093  0.495  0.405
H  -0.115  -2.285  0.790
H  -1.948  -2.378  0.552
H  -2.861  0.483  -1.054
H  0.001  2.359  -0.995
H  -1.581  1.458  0.053
H  0.292  0.300  1.599
H  2.873  1.382  -0.037
H  2.534  0.403  1.470
H  1.537  -0.644  -1.478
N  -1.170  -1.776  0.338
N  -2.672  -0.374  -0.383
N  -0.283  0.093  -0.659
S  2.540  -1.004  -0.535

## Properties
**Charge**: 0
**LUMO energy**: 0.8 eV
**SMILES string**: [H]/N=C(/N)N1C[C@@H]1CS
**HOMO energy**: -8.76 eV
**Frontier orbital gap**: 9.522 eV

Version two
Below is an isolated molecule of C4H9N3S, with properties calculated with ωB97M-V/def2-TZVPD.

Positions of all 17 atoms, in Å:
C  1.691  -0.019  -0.025
C  -0.637  1.101  0.030
C  -1.386  2.306  -0.073
C  -1.298  -0.097  0.628
H  2.609  -1.083  1.243
H  1.741  0.255  1.908
H  2.505  0.128  -1.802
H  0.866  1.515  -1.173
H  -2.435  2.248  0.205
H  -0.914  3.191  -0.281
H  -2.334  0.300  0.988
H  -0.721  -0.336  1.576
H  -0.699  -2.555  0.065
N  1.721  -0.495  1.237
N  2.604  -0.368  -0.870
N  0.697  0.928  -0.354
S  -1.624  -1.492  -0.386

## Properties
**Charge**: 0
**LUMO energy**: 0.7 eV
**SMILES string**: [H]/N=C(/N)NC(=C)CS
**HOMO energy**: -8.42 eV
**Frontier orbital gap**: 9.100 eV

Energies relative to the most stable structure, in hartree: version one 0.1036; version two 0.0000.

Version one
Below is a cluster of 2 separate species, C4H12NO2 in total, with properties calculated with ωB97M-V/def2-TZVPD.

Positions of all 19 atoms, in Å:
C  0.310  -0.956  -0.151
N  -0.971  -0.264  0.074
C  -1.513  0.387  -1.146
O  -0.603  1.177  -1.767
C  0.731  -1.710  1.078
C  1.660  -0.969  2.045
H  1.002  -0.308  -0.698
H  0.085  -1.635  -0.993
H  -0.763  0.470  0.744
H  -2.443  0.887  -0.811
H  -1.862  -0.451  -1.796
H  -0.160  -1.961  1.680
H  0.973  -2.776  0.968
H  2.699  -1.296  2.176
H  1.378  -1.142  3.101
H  1.614  0.105  1.879
H  -0.676  4.057  -2.752
H  -0.792  2.679  -1.771
O  -0.671  3.705  -1.861

## Properties
**Charge**: -1
**LUMO energy**: 3.8 eV
**HOMO energy**: -3.40 eV
**Frontier orbital gap**: 7.211 eV

Version two
Below is a cluster of 2 separate species, C4H12NO2 in total, with properties calculated with ωB97M-V/def2-TZVPD.

Positions of all 19 atoms, in Å:
C  2.210  0.840  -0.136
C  0.602  1.438  -0.225
C  -0.353  0.499  0.385
N  0.210  1.459  -1.660
C  0.602  0.115  -2.606
O  0.277  -1.056  -2.131
H  2.279  -0.298  -0.083
H  2.657  1.051  0.886
H  2.907  1.254  -0.960
H  0.625  2.386  0.264
H  -1.471  0.824  0.324
H  -0.040  0.211  1.417
H  -0.113  -0.435  -0.123
H  -0.767  1.425  -1.467
H  1.739  0.350  -2.739
H  0.029  0.444  -3.511
H  -3.798  -2.876  3.714
H  -3.448  -4.145  4.219
O  -4.145  -3.485  4.431

## Properties
**Charge**: -1
**LUMO energy**: 2.8 eV
**HOMO energy**: -2.88 eV
**Frontier orbital gap**: 5.649 eV

Energies relative to the most stable structure, in hartree: version one 0.0000; version two 0.0625.

Version one
Below is a cluster of 2 separate species, C4H12NO2 in total, with properties calculated with ωB97M-V/def2-TZVPD.

Positions of all 19 atoms, in Å:
N  -1.323  -3.034  1.736
C  -1.375  -1.622  1.305
O  -0.178  -1.142  0.868
H  -0.931  -3.544  0.950
H  -0.606  -3.087  2.451
H  -2.158  -1.586  0.518
H  -1.765  -1.052  2.171
H  -0.222  0.166  0.823
C  0.969  1.689  0.228
O  -0.246  1.291  0.760
C  0.910  1.896  -1.287
C  0.532  0.616  -2.020
H  1.763  0.950  0.453
H  1.293  2.631  0.703
H  1.877  2.275  -1.631
H  0.175  2.687  -1.470
H  0.597  0.729  -3.107
H  -0.485  0.338  -1.758
H  1.175  -0.201  -1.691

## Properties
**Charge**: -1
**LUMO energy**: 4.2 eV
**HOMO energy**: -3.80 eV
**Frontier orbital gap**: 8.007 eV

Version two
Below is a structure of composition C4H12NO2, with properties calculated with ωB97M-V/def2-TZVPD.

Positions of all 19 atoms, in Å:
C  -2.294  -1.047  1.233
C  -1.722  -0.770  -0.156
N  -1.709  0.618  -0.567
C  0.012  1.025  0.079
C  0.906  0.791  -1.120
O  2.236  0.864  -0.738
H  -3.261  -0.566  1.343
H  -2.414  -2.116  1.415
H  -1.640  -0.631  2.005
H  -2.355  -1.264  -0.904
H  -0.716  -1.215  -0.218
H  -1.300  1.225  0.166
H  0.234  1.997  0.526
H  0.241  0.269  0.849
H  0.688  1.526  -1.889
H  0.664  -0.175  -1.569
H  1.491  -1.562  0.746
H  2.363  0.064  -0.057
O  2.317  -1.086  0.890

## Properties
**Charge**: -1
**LUMO energy**: 3.9 eV
**HOMO energy**: -3.80 eV
**Frontier orbital gap**: 7.728 eV

Version three
Below is a cluster of 2 separate species, C4H12NO2 in total, with properties calculated with ωB97M-V/def2-TZVPD.

Positions of all 19 atoms, in Å:
C  -2.442  -0.214  0.185
N  -1.033  0.062  0.010
C  -0.409  -1.553  -1.852
C  -0.019  -0.491  -0.920
C  1.283  -0.729  0.169
O  1.426  0.032  1.328
H  -3.099  0.256  -0.531
H  -2.665  -1.307  0.140
H  -2.749  0.090  1.132
H  -0.539  0.480  0.908
H  0.332  -1.357  -2.670
H  -1.495  -1.830  -2.038
H  -0.054  -2.488  -1.408
H  0.445  0.295  -1.413
H  2.161  -0.692  -0.547
H  1.058  -1.825  0.389
H  1.370  1.722  1.032
H  0.668  2.688  0.311
O  1.239  2.650  1.064

## Properties
**Charge**: -1
**LUMO energy**: 3.9 eV
**HOMO energy**: -2.93 eV
**Frontier orbital gap**: 6.857 eV

Energies relative to the most stable structure, in hartree: version one 0.0000; version two 0.1328; version three 0.0785.

Version one
Below is a structure of composition C4H12NO2, with properties calculated with ωB97M-V/def2-TZVPD.

Positions of all 19 atoms, in Å:
C  -0.778  0.403  1.661
C  -1.312  -0.828  0.927
N  -1.844  -0.661  -0.413
C  -0.375  0.045  -1.211
C  0.910  -0.787  -0.989
O  1.751  -0.320  -0.006
H  0.098  0.814  1.166
H  -1.512  1.169  1.737
H  -0.390  0.039  2.609
H  -2.124  -1.284  1.493
H  -0.525  -1.598  0.996
H  -1.297  -0.922  -1.204
H  -0.559  0.052  -2.290
H  -0.248  1.008  -0.766
H  1.424  -0.720  -1.970
H  0.670  -1.838  -0.789
H  2.190  2.601  0.077
H  1.917  0.683  -0.261
O  2.003  2.147  -0.768

## Properties
**Charge**: -1
**LUMO energy**: 4.1 eV
**HOMO energy**: -3.78 eV
**Frontier orbital gap**: 7.886 eV

Version two
Below is a cluster of 2 separate species, C4H12NO2 in total, with properties calculated with ωB97M-V/def2-TZVPD.

Positions of all 19 atoms, in Å:
C  0.210  0.238  -2.787
N  -0.243  -0.779  -1.867
C  0.656  -1.236  -0.855
C  0.340  -0.856  0.634
C  0.853  0.523  1.026
O  0.368  0.860  2.277
H  0.649  1.096  -2.254
H  -0.608  0.612  -3.393
H  1.028  -0.228  -3.341
H  -1.129  -0.686  -1.485
H  1.568  -0.632  -1.000
H  1.045  -2.259  -0.770
H  -0.744  -0.947  0.738
H  0.816  -1.570  1.308
H  1.957  0.508  1.130
H  0.642  1.299  0.262
H  -0.996  1.095  2.019
H  -2.418  0.330  1.998
O  -1.990  1.078  1.569

## Properties
**Charge**: -1
**LUMO energy**: 3.9 eV
**HOMO energy**: -3.20 eV
**Frontier orbital gap**: 7.122 eV

Energies relative to the most stable structure, in hartree: version one 0.0945; version two 0.0000.